*i*
A molecular structure, C6H3Cl2NNdO3SSc, computed with the ωB97M-V functional and the def2-TZVPD basis.

Values from the calculation:
<S²>: 3.754

ORCA input file:
```
! wB97M-V def2-TZVPD RIJCOSX def2/J DEFGRID3
* xyz 4 4
Nd 2.77814 0.63786 -0.08393
Sc -0.05061 0.07267 0.00332
Cl 1.08447 2.20073 0.58272
Cl 1.83877 -1.25373 1.11009
C -0.82474 -1.65196 -0.43353
C 3.72240 2.13977 -1.40029
C 4.36521 -0.59838 -0.99298
O -1.30972 -2.66927 -0.69786
O 4.18124 3.07251 -2.09019
O 5.22873 -1.38520 -1.42736
S -2.65625 2.36574 3.01713
C -3.38842 2.34224 1.39325
C -2.62798 1.66086 0.52258
N -1.43001 1.10928 1.11650
C -1.32650 1.43917 2.44830
H -4.32736 2.82241 1.17565
H -2.80178 1.47805 -0.50969
H -0.49020 1.12835 3.05408
*
```

How positive or negative is each atom? The Mulliken charges in e answer that: number 1, Nd, carries 1.42; number 2, Sc, carries 0.97; number 3, Cl, carries -0.11; number 4, Cl, carries -0.09; number 5, C, carries 0.34; number 6, C, carries 0.27; number 7, C, carries 0.30; number 8, O, carries 0.17; number 9, O, carries 0.00; number 10, O, carries 0.02; number 11, S, carries 0.20; number 12, C, carries -0.37; number 13, C, carries -0.30; number 14, N, carries -0.03; number 15, C, carries -0.06; number 16, H, carries 0.46; number 17, H, carries 0.43; number 18, H, carries 0.37



*ii*
A molecular structure, C6H3Cl2NNdO3SSc, computed with the ωB97M-V functional and the def2-TZVPD basis.

Values from the calculation:
<S²>: 3.753

ORCA input file:
```
! wB97M-V def2-TZVPD RIJCOSX def2/J DEFGRID3
* xyz 4 4
Nd -0.05200 0.85533 -3.67416
Sc -0.34430 0.10293 0.05805
Cl -1.86989 1.22329 -1.62379
Cl 1.59398 0.29167 -1.41122
C 0.87553 -1.35018 1.23052
C -2.00656 -0.32483 -4.28948
C 0.25589 -1.40451 -4.32741
O 1.72299 -1.95912 1.74019
O -2.95365 -0.97462 -4.41583
O 0.20883 -2.51115 -4.66831
S -0.46301 4.07394 2.05841
C -1.34284 2.89170 3.00253
C -1.12991 1.61801 2.54635
N -0.21534 1.58466 1.46996
C 0.23790 2.83807 1.13074
H -2.01039 3.15997 3.81225
H -1.55782 0.68089 2.90303
H 0.97378 2.99108 0.34014
*
```

How positive or negative is each atom? The natural (NBO) charges in e answer that: number 1, Nd, carries 2.12; number 2, Sc, carries 1.73; number 3, Cl, carries -0.45; number 4, Cl, carries -0.44; number 5, C, carries 0.41; number 6, C, carries 0.35; number 7, C, carries 0.35; number 8, O, carries -0.18; number 9, O, carries -0.16; number 10, O, carries -0.15; number 11, S, carries 0.78; number 12, C, carries -0.33; number 13, C, carries -0.07; number 14, N, carries -0.68; number 15, C, carries -0.17; number 16, H, carries 0.33; number 17, H, carries 0.27; number 18, H, carries 0.27



Most stable = *ii*



*i*
2 unconnected molecules or ions with the total composition C2H9N2S2, computed with the ωB97M-V functional and the def2-TZVPD basis.

ORCA input file:
```
! wB97M-V def2-TZVPD RIJCOSX def2/J DEFGRID3
* xyz 1 1
C -0.75913 -2.04933 0.06060
C -0.42909 -0.66691 0.08582
N 0.82912 -0.36070 -0.02435
N 2.04797 2.10929 -0.11590
S -3.37276 -0.26860 0.22859
S -1.59962 0.66822 -0.05712
H -1.55737 -2.25713 -0.63508
H 0.12684 -2.50489 -0.40218
H -0.89537 -2.48334 1.08408
H 1.60951 -0.85124 -0.31975
H 1.20206 0.71110 -0.13175
H 2.82032 2.18362 -0.76144
H 1.53721 2.99524 -0.03686
H 2.48887 1.88328 0.89334
H -4.04858 0.89140 0.13201
*
```

How positive or negative is each atom? The natural (NBO) charges in e answer that: number 1, C, carries -0.72; number 2, C, carries 0.27; number 3, N, carries -0.72; number 4, N, carries -1.08; number 5, S, carries -0.07; number 6, S, carries 0.26; number 7, H, carries 0.27; number 8, H, carries 0.25; number 9, H, carries 0.29; number 10, H, carries 0.42; number 11, H, carries 0.44; number 12, H, carries 0.40; number 13, H, carries 0.41; number 14, H, carries 0.40; number 15, H, carries 0.18



*ii*
2 unconnected molecules or ions with the total composition C2H9N2S2, computed with the ωB97M-V functional and the def2-TZVPD basis.

ORCA input file:
```
! wB97M-V def2-TZVPD RIJCOSX def2/J DEFGRID3
* xyz 1 1
C -1.47461 0.15059 0.54930
C -0.27157 0.86312 -0.23074
N -0.37656 0.78768 -1.52177
N -1.08666 -0.02039 1.94397
S 0.84617 1.58343 0.80660
S 1.68845 -1.27543 -0.47177
H -1.87578 -0.75024 -0.03631
H -2.29677 0.90535 0.59940
H 0.31397 0.99592 -2.17081
H -1.12310 0.23466 -1.90747
H -1.94237 0.02139 2.43726
H -0.63813 -0.87676 2.14976
H 0.91443 -1.70440 0.58322
H 1.87123 1.89837 -0.17511
H 2.46255 -2.43348 -0.65262
*
```

How positive or negative is each atom? The natural (NBO) charges in e answer that: number 1, C, carries -0.29; number 2, C, carries 0.20; number 3, N, carries -0.67; number 4, N, carries -0.81; number 5, S, carries 0.32; number 6, S, carries -0.36; number 7, H, carries 0.22; number 8, H, carries 0.25; number 9, H, carries 0.43; number 10, H, carries 0.42; number 11, H, carries 0.39; number 12, H, carries 0.38; number 13, H, carries 0.15; number 14, H, carries 0.17; number 15, H, carries 0.21



Most stable = *i*